Below is a molecular structure, C49H51BN5PtS3, with properties calculated with ωB97M-V/def2-TZVPD.

Geometry as ORCA input:
```
! RIJCOSX wB97M-V def2-TZVPD def2/J DEFGRID3
* xyz 3 5
Pt 10.741 10.606 13.553
C 12.880 9.968 17.058
C 11.397 10.184 16.947
C 10.507 9.121 16.932
C 10.930 7.673 17.066
C 9.105 9.409 16.623
C 8.130 8.285 16.302
C 8.553 10.805 16.673
C 7.127 11.054 16.591
C 9.480 11.811 16.789
C 9.070 13.212 17.005
C 10.890 11.501 16.909
C 11.870 12.608 17.005
H 13.526 10.446 16.344
H 13.064 8.887 16.998
H 13.204 10.207 18.079
H 11.202 7.452 18.122
H 11.888 7.446 16.618
H 10.192 6.997 16.616
H 7.404 8.139 17.124
H 8.639 7.294 16.194
H 7.576 8.570 15.432
H 6.702 10.842 17.556
H 6.662 10.491 15.818
H 6.905 12.113 16.487
H 8.041 13.350 16.638
H 9.716 13.879 16.330
H 9.170 13.596 17.953
H 12.314 12.666 16.055
H 12.709 12.472 17.679
H 11.371 13.499 17.242
N 12.496 11.440 13.820
S 13.660 11.247 12.818
N 13.501 11.999 11.366
S 12.258 12.568 10.598
N 11.165 13.286 11.437
S 9.693 12.784 11.747
N 9.485 11.249 12.229
C 9.277 13.951 13.049
C 7.880 14.164 13.248
C 7.533 14.980 14.281
C 8.457 15.703 15.000
C 9.786 15.474 14.732
C 10.231 14.583 13.826
C 8.767 12.890 10.298
C 8.227 11.735 9.730
C 7.490 11.865 8.550
C 7.137 13.081 7.989
C 7.655 14.214 8.579
C 8.482 14.178 9.721
C 11.580 11.267 9.544
C 11.110 11.655 8.312
C 10.373 10.702 7.564
C 10.247 9.419 7.964
C 10.786 9.045 9.247
C 11.473 9.928 10.036
C 12.892 13.877 9.557
C 12.397 15.126 9.747
C 12.749 16.142 8.856
C 13.705 15.854 7.877
C 14.321 14.623 7.836
C 13.893 13.576 8.584
C 15.156 11.978 13.443
C 16.054 11.236 14.151
C 17.248 11.857 14.643
C 17.444 13.219 14.361
C 16.526 13.902 13.562
C 15.358 13.314 13.107
C 14.015 9.507 12.632
C 13.498 8.651 13.660
C 13.860 7.333 13.602
C 14.635 6.830 12.518
C 15.056 7.687 11.487
C 14.760 9.045 11.589
H 7.172 13.551 12.719
H 6.467 15.026 14.530
H 8.170 16.441 15.696
H 10.534 15.919 15.333
H 11.291 14.254 13.698
H 8.455 10.812 10.103
H 7.147 10.921 8.190
H 6.542 13.084 7.091
H 7.553 15.160 8.042
H 8.828 15.074 10.214
H 11.267 12.632 7.831
H 10.116 10.989 6.561
H 9.688 8.710 7.358
H 10.644 8.044 9.560
H 11.816 9.661 11.008
H 11.737 15.325 10.669
H 12.248 17.092 8.930
H 13.916 16.624 7.182
H 15.170 14.467 7.166
H 14.302 12.611 8.546
H 15.920 10.242 14.445
H 18.030 11.282 15.101
H 18.347 13.746 14.613
H 16.723 14.883 13.210
H 14.732 13.911 12.480
H 12.953 9.091 14.502
H 13.600 6.656 14.406
H 14.912 5.802 12.433
H 15.595 7.243 10.693
H 15.011 9.689 10.739
B 9.659 7.048 11.924
C 10.015 7.926 13.129
N 10.322 8.624 14.055
H 8.995 7.905 11.318
H 10.708 6.658 11.459
H 8.853 6.164 12.124
*
```

Expectation value of S²: 6.03
Molecular weight, g mol⁻¹: 1012.07
Lowest unoccupied orbital energy (spin up / spin down), eV: -7.59 / -10.18
ΔE to the lowest compared entry with this formula, charge and spin, kcal/mol: 5.4
HOMO-LUMO gap (spin up / spin down), Ha: 0.297 / 0.218
Total energy, Ha: -3508.8910